[1]
C39H88F3N3O10Y as an isolated structure in a non-equilibrium geometry. Source: OMol25; level of theory: wB97M-V/def2-TZVPD.

XYZ file:
```
144
Properties=species:S:1:pos:R:3:forces:R:3:lowdin_charge:R:1
Y 6.6680 2.0307 -6.0554 0.0 -0.1 0.1 1.003
C 1.9370 1.2089 -0.8691 0.3 0.3 0.5 -0.082
C 1.6121 1.7661 -2.2537 3.0 0.2 -0.4 -0.351
O 2.6344 2.5233 -2.8514 -1.6 -1.2 0.9 -0.075
H 2.4915 1.9097 -0.2450 -0.3 0.4 -0.1 0.078
H 2.6010 0.3448 -0.8864 -0.2 -0.3 -0.4 0.076
H 1.0010 0.9610 -0.3685 0.1 -0.2 0.1 0.077
H 0.7541 2.4239 -2.1146 -0.6 0.6 -0.2 0.144
H 1.3159 0.9525 -2.9159 -0.4 0.0 -0.4 0.112
C 8.4268 -4.1057 -2.7008 -1.0 1.8 -3.6 -0.253
O 7.7997 -4.9040 -3.7494 0.9 1.4 1.4 -0.073
O 8.1965 -2.6805 -3.0854 0.4 -4.5 2.3 -0.033
C 8.0367 -4.7875 -1.3537 -2.7 0.8 0.1 -0.593
F 8.5642 -5.9867 -1.1179 1.1 0.3 -0.5 0.172
F 8.3005 -3.9467 -0.3878 1.2 0.6 1.1 0.180
F 6.7075 -5.0144 -1.2357 -0.2 0.2 -0.7 0.134
C 8.5779 -5.8991 -4.3743 -0.1 -1.0 0.4 -0.285
C 7.5931 -6.8737 -4.9362 0.0 -0.3 -0.7 -0.071
H 8.1877 -7.6531 -5.4127 -0.3 -0.3 -0.1 0.084
H 6.9504 -7.2869 -4.1588 0.1 0.0 0.0 0.087
H 6.9657 -6.4070 -5.6956 0.0 0.0 0.0 0.081
H 9.1831 -6.4647 -3.6657 0.1 0.2 0.5 0.119
H 9.2899 -5.5927 -5.1406 -0.2 0.8 -0.1 0.126
H 9.5084 -4.2369 -2.7321 0.6 0.1 -0.1 0.167
O 4.7780 7.6189 -2.6249 0.3 0.0 -0.1 -0.053
H 4.4755 6.7335 -2.8265 -0.1 -0.2 0.0 0.018
H 3.9765 8.1128 -2.4519 -0.2 0.2 0.1 0.035
O 0.9562 6.8437 -6.0471 0.0 0.1 0.1 -0.049
H 0.8481 6.5894 -6.9635 -0.1 0.0 -0.3 0.029
H 1.6166 6.2401 -5.7068 0.1 -0.1 0.1 0.019
C -0.4860 -7.9093 -6.5167 0.3 0.6 0.3 -0.030
C -1.8491 -7.1971 -6.4226 -0.6 -0.1 0.7 -0.495
C -2.0309 -6.6353 -4.9737 -0.3 -0.3 0.0 -0.136
C -3.0905 -5.5604 -4.8172 0.4 0.3 -0.8 -0.193
C -2.7206 -4.4847 -5.8223 -1.2 -0.9 0.5 -0.154
C -2.7954 -4.9295 -7.2919 0.2 -0.5 -0.8 -0.436
N -1.9369 -6.1714 -7.4783 0.7 2.4 4.3 -0.144
O -1.8046 -6.7159 -8.6869 -0.6 -0.1 -1.8 0.025
C -4.2941 -5.1328 -7.8151 1.2 0.1 0.7 -0.007
C -2.1152 -3.7917 -8.0851 -0.2 -0.4 -0.6 -0.046
C -2.9423 -8.2268 -6.6135 -0.2 -1.1 -0.3 -0.038
H 0.3242 -7.2164 -6.2896 0.0 0.3 -0.1 0.080
H -0.2639 -8.3017 -7.5091 -0.3 -0.2 0.1 0.082
H -0.3861 -8.6630 -5.7356 -0.3 -0.3 -0.2 0.090
H -2.4380 -7.3875 -4.2980 0.9 -0.8 -0.2 0.113
H -1.0249 -6.3504 -4.6657 -0.2 0.5 0.5 0.115
H -3.1317 -5.1204 -3.8209 0.4 -0.1 0.2 0.115
H -4.0984 -5.9490 -4.9626 0.0 -0.2 -0.3 0.110
H -1.6995 -4.2619 -5.5129 0.0 0.8 -0.5 0.125
H -3.4637 -3.7043 -5.6580 0.5 0.7 -0.4 0.123
H -4.8665 -5.8376 -7.2119 0.1 0.0 0.1 0.062
H -4.8103 -4.1734 -7.7835 0.0 0.0 -0.1 0.082
H -4.2958 -5.5036 -8.8401 0.1 0.1 -0.1 0.075
H -2.5047 -2.8067 -7.8279 -0.2 -0.1 0.1 0.081
H -1.0372 -3.7904 -7.9238 0.0 -0.1 0.2 0.084
H -2.2597 -3.9345 -9.1560 0.0 0.0 -0.1 0.078
H -3.0558 -8.8307 -5.7132 0.0 0.0 0.0 0.090
H -2.6189 -8.9155 -7.3940 -0.4 -0.1 -0.2 0.086
H -3.9219 -7.8155 -6.8570 0.0 0.1 0.0 0.079
H -2.6784 -7.0941 -8.8099 -0.4 -0.7 -1.0 0.094
C -3.4331 -3.0390 6.6735 1.4 0.6 1.9 -0.053
C -4.0562 -3.7383 5.5204 0.4 -1.8 0.5 -0.524
C -3.1940 -3.6069 4.2591 -0.2 0.8 -0.9 -0.139
C -1.9931 -4.5239 4.1345 -0.3 0.8 1.3 -0.187
C -2.4644 -5.9409 4.3433 0.6 -0.7 0.0 -0.135
C -3.1453 -6.2273 5.7020 -1.3 -0.6 -0.2 -0.468
N -4.2088 -5.2021 5.8399 -0.2 -0.5 -1.9 -0.110
O -5.0487 -5.4644 6.9409 1.1 0.7 -0.2 0.002
C -3.9006 -7.6371 5.6808 0.7 0.3 -0.5 -0.025
C -2.1483 -6.3241 6.8530 0.4 1.1 0.7 -0.040
C -5.4461 -3.1989 5.3612 -0.5 0.8 0.0 -0.037
H -3.9672 -3.1462 7.6176 -0.7 0.1 -0.2 0.086
H -3.2829 -1.9672 6.5440 -0.1 0.0 -0.3 0.097
H -2.4728 -3.4516 6.9827 0.4 0.0 -0.6 0.071
H -3.8471 -3.6806 3.3895 -0.1 -0.3 -0.1 0.120
H -2.7784 -2.6008 4.2030 -0.4 0.4 0.2 0.118
H -1.3012 -4.1470 4.8876 0.2 -0.6 0.7 0.108
H -1.3805 -4.3095 3.2588 -0.6 -0.5 -0.6 0.114
H -1.6040 -6.6000 4.2274 -0.1 -0.4 0.0 0.118
H -3.1837 -6.1745 3.5584 0.0 -0.1 -0.1 0.121
H -4.4551 -7.9012 6.5813 0.0 0.7 0.1 0.073
H -4.5704 -7.7377 4.8268 -0.1 0.3 0.0 0.078
H -3.2027 -8.4695 5.5908 0.5 0.2 -0.2 0.075
H -1.2768 -6.9290 6.6025 -0.3 -0.4 0.1 0.091
H -1.7299 -5.3705 7.1751 0.1 0.4 -0.5 0.062
H -2.6175 -6.6297 7.7882 -0.1 -0.7 -0.2 0.083
H -6.0711 -3.8545 4.7549 0.0 0.2 0.0 0.098
H -5.4126 -2.1831 4.9673 0.1 0.0 -0.5 0.091
H -5.8772 -3.0315 6.3482 -0.3 -0.5 0.0 0.083
H -4.3942 -5.2506 7.6099 -0.6 -0.1 1.3 0.079
C -2.5353 8.0348 3.0781 0.3 0.6 -0.3 -0.030
C -1.6830 9.2664 2.6896 0.0 1.1 -0.4 -0.460
C -1.8665 10.4186 3.7659 0.9 -1.6 0.1 -0.119
C -1.0079 10.0984 4.9858 1.2 0.1 1.4 -0.185
C 0.5066 9.8448 4.7500 -1.6 -0.3 -1.4 -0.128
C 0.7250 8.7394 3.6997 -0.8 1.2 -0.1 -0.525
N -0.2137 8.9866 2.5439 0.1 1.3 0.2 -0.093
O 0.0067 8.0758 1.4987 0.0 0.2 0.2 -0.021
C 2.1473 8.9011 3.2555 1.3 0.2 -1.5 -0.063
C 0.5498 7.3713 4.3047 0.1 -1.3 0.3 -0.032
C -2.2372 9.8738 1.3530 0.4 0.1 0.3 -0.042
H -2.3860 7.1837 2.4138 0.5 -0.1 0.1 0.076
H -3.5849 8.2631 2.8923 -0.1 0.2 0.5 0.085
H -2.3237 7.7838 4.1175 -0.4 -0.3 -0.1 0.073
H -1.6337 11.4215 3.4079 0.2 -0.2 -0.4 0.118
H -2.9184 10.4319 4.0510 0.0 0.0 0.0 0.116
H -1.3700 9.2558 5.5749 -0.5 0.0 -0.1 0.097
H -0.9397 10.9416 5.6731 -0.8 0.2 0.2 0.106
H 1.0605 9.5031 5.6243 -0.3 0.4 0.3 0.125
H 0.8697 10.8037 4.3802 0.6 -0.2 -0.1 0.118
H 2.4068 8.1807 2.4797 0.1 -0.3 0.1 0.082
H 2.4006 9.8625 2.8086 -0.7 0.3 -0.2 0.087
H 2.9013 8.8515 4.0411 -0.4 -0.5 0.4 0.090
H 0.1469 6.6466 3.5971 -0.3 0.0 -0.1 0.072
H 1.5075 6.9082 4.5423 0.2 0.2 0.3 0.086
H -0.0575 7.3134 5.2080 -0.2 0.2 -0.1 0.085
H -2.5532 9.1633 0.5892 0.1 -0.3 0.2 0.075
H -1.5226 10.5498 0.8834 0.3 -0.2 0.1 0.082
H -3.0848 10.5169 1.5895 -0.3 -0.2 0.1 0.074
H -0.2401 7.2304 1.8808 -0.1 -0.7 -0.2 0.061
C 8.8841 3.7485 2.6342 0.4 1.3 -1.5 -0.056
C 9.9699 4.7690 3.0918 -2.1 0.3 -2.2 -0.549
C 10.5514 4.2005 4.2296 0.8 -1.2 4.3 -0.112
O 11.0284 4.9882 2.1823 -0.6 0.5 -1.2 -0.030
H 9.3914 2.8117 2.4039 -0.3 -0.3 0.3 0.080
H 8.4425 4.1243 1.7112 0.0 -0.1 -0.3 0.070
H 8.0480 3.6841 3.3305 0.4 -0.3 0.2 0.080
H 9.4236 5.6872 3.3078 0.5 0.4 -0.2 0.148
H 11.2026 3.3719 3.9512 0.0 -0.2 0.2 0.099
H 9.7024 3.8187 4.7967 0.4 -0.3 0.7 0.089
H 11.0956 4.8943 4.8702 0.2 0.0 -0.1 0.098
H 11.3355 4.1006 1.9839 0.4 0.0 -0.3 0.081
C -7.9590 2.8103 0.0033 -1.0 0.4 -0.4 -0.053
C -7.0582 2.5189 -1.1791 1.0 0.8 0.6 -0.489
C -6.7966 3.7630 -2.0418 -1.6 -0.2 -0.9 -0.062
O -5.7895 2.2138 -0.6360 0.9 -1.1 0.4 -0.075
H -7.3803 3.1612 0.8578 -0.1 0.2 -0.2 0.088
H -8.6253 2.0113 0.3284 0.5 -0.5 0.0 0.076
H -8.6808 3.5509 -0.3414 0.1 0.5 0.4 0.072
H -7.3969 1.6301 -1.7115 -0.4 0.3 -0.5 0.135
H -6.3173 3.5565 -2.9987 0.3 -0.4 0.1 0.070
H -6.2372 4.5697 -1.5678 -0.1 -0.3 0.4 0.087
H -7.7785 4.1365 -2.3325 -0.1 0.4 -0.1 0.070
H -5.3193 1.7856 -1.3552 0.4 0.0 0.2 0.082
```
Positions in Å, forces in eV/Å.

Net charge   +1
HOMO level   -9.257 eV

[2]
A 6-piece molecular cluster, C39H90N6O6 overall in a non-equilibrium geometry. Source: OMol25; level of theory: wB97M-V/def2-TZVPD.

XYZ file:
```
141
Properties=species:S:1:pos:R:3:forces:R:3:lowdin_charge:R:1
C -21.3581 7.7851 5.3184 0.1 -0.6 0.3 -0.031
C -21.0779 8.0487 3.7810 -0.3 0.9 2.1 -0.489
C -22.4229 8.5497 3.1459 0.9 -1.8 -0.6 -0.027
C -20.0547 9.1969 3.6751 1.7 0.6 -0.8 -0.138
C -18.5475 8.8337 3.8862 -1.1 -1.8 0.4 -0.162
C -18.1291 7.6288 3.0047 -1.6 0.4 0.3 -0.121
C -19.1335 6.4287 3.2598 1.2 -1.7 -0.4 -0.456
C -18.7564 5.3042 2.2285 -1.0 1.1 -0.9 -0.048
C -18.7392 5.7403 4.6055 -1.7 1.6 0.4 -0.038
N -20.5374 6.8827 3.1517 0.9 0.2 -1.9 -0.106
O -21.5163 5.8771 2.9917 0.4 -0.4 0.8 -0.004
H -20.4249 7.7687 5.8814 0.1 1.0 0.1 0.055
H -22.1445 8.3841 5.7777 0.4 0.8 -0.1 0.077
H -21.6946 6.8012 5.6449 -0.3 -0.6 -1.1 0.076
H -23.1719 7.8337 3.4842 -0.7 1.0 0.9 0.079
H -22.4992 9.6329 3.2404 -0.7 -0.3 0.5 0.088
H -22.5343 8.3117 2.0881 0.9 0.4 -0.5 0.073
H -20.1508 9.6585 2.6924 0.0 -0.2 -0.4 0.110
H -20.1959 10.0545 4.3329 -0.8 -0.3 0.5 0.117
H -17.8865 9.7004 3.8820 -0.1 -0.1 -0.3 0.109
H -18.5190 8.3897 4.8813 0.3 0.5 0.5 0.083
H -17.1291 7.2617 3.2356 0.0 0.1 -0.1 0.113
H -18.1965 7.9564 1.9673 0.1 -0.4 -0.2 0.110
H -18.7953 5.7128 1.2188 0.3 0.2 -0.2 0.073
H -19.4656 4.4798 2.1548 0.0 -0.1 0.7 0.073
H -17.7489 4.9301 2.4104 -0.1 0.1 0.1 0.079
H -17.6886 5.4519 4.6406 -0.2 0.1 0.1 0.085
H -19.4236 4.9403 4.8878 0.2 -0.5 -0.5 0.087
H -19.0361 6.5002 5.3283 0.9 -0.1 0.7 0.043
H -22.0540 6.1700 2.2523 0.2 0.0 -0.3 0.091
C -12.6847 1.3209 -2.7680 -1.1 -1.1 -0.4 -0.063
C -11.9462 2.0253 -3.8795 1.7 2.9 0.5 -0.441
C -12.8253 2.3059 -5.1450 1.1 -2.1 0.1 -0.027
C -11.6833 3.5131 -3.2990 -0.4 0.4 -1.1 -0.133
C -10.5572 4.3093 -3.9371 1.9 -1.0 0.7 -0.201
C -9.2472 3.5132 -3.8280 -1.0 -0.6 -0.4 -0.137
C -9.3406 2.1128 -4.5138 -1.6 0.6 1.0 -0.513
C -9.3367 2.3413 -6.0131 0.9 0.0 0.0 -0.034
C -8.1673 1.2796 -4.0510 -0.1 -0.5 -0.8 -0.044
N -10.5793 1.3617 -4.0160 -0.1 2.2 1.1 -0.108
O -10.6105 0.0469 -4.5005 -0.3 0.6 -0.3 -0.013
H -12.9519 0.3012 -3.0454 0.2 -0.2 -0.2 0.080
H -12.1688 1.2305 -1.8121 0.3 0.4 -0.2 0.089
H -13.6584 1.7887 -2.6225 0.0 0.3 0.2 0.083
H -12.7126 1.4092 -5.7543 -0.6 -0.3 -0.2 0.069
H -13.8648 2.4000 -4.8308 0.1 0.3 -0.3 0.083
H -12.4641 3.0746 -5.8283 -0.1 0.5 0.6 0.071
H -12.4485 4.2118 -3.6373 -1.3 -0.8 0.4 0.104
H -11.7086 3.5385 -2.2096 0.5 -0.1 0.0 0.112
H -10.7410 4.5724 -4.9788 -0.3 -0.3 -0.1 0.097
H -10.3760 5.2721 -3.4592 -0.4 0.0 0.3 0.111
H -9.0191 3.2850 -2.7868 0.1 0.4 0.2 0.120
H -8.4657 4.1115 -4.2964 0.4 -0.3 0.1 0.116
H -9.3393 1.4129 -6.5842 -0.5 0.0 -0.2 0.081
H -8.3559 2.7575 -6.2428 0.1 0.2 -0.2 0.089
H -10.0715 3.0849 -6.3216 -0.1 -0.4 -0.2 0.074
H -7.2526 1.8689 -4.1148 0.1 -0.2 -0.1 0.089
H -8.1680 0.4411 -4.7474 0.7 -0.2 0.2 0.078
H -8.3035 0.8605 -3.0541 -0.1 0.3 0.0 0.094
H -10.6995 0.2132 -5.4418 -0.1 -0.7 -0.7 0.074
C -18.5708 -14.9194 -2.6049 0.4 0.2 1.0 -0.061
C -19.9915 -14.4566 -2.3479 -0.6 0.9 -0.2 -0.448
C -19.9573 -13.0645 -1.5517 -0.1 -0.1 -0.8 -0.029
C -20.6312 -14.2760 -3.7707 0.3 0.4 1.2 -0.151
C -22.1226 -14.1502 -3.6842 0.3 0.5 -0.4 -0.210
C -22.7088 -15.2984 -2.8890 0.0 0.4 -0.8 -0.154
C -22.1639 -15.4190 -1.4360 -1.9 1.3 -1.7 -0.494
C -22.7020 -14.1700 -0.6496 0.7 -1.4 0.3 -0.023
C -22.8813 -16.6896 -0.8528 1.5 1.2 -0.3 -0.027
N -20.7107 -15.5672 -1.6076 0.0 0.4 -0.6 -0.087
O -20.0625 -15.7294 -0.3457 -0.3 0.3 0.2 -0.024
H -18.0207 -14.2417 -3.2577 -0.4 0.0 -0.4 0.085
H -18.0049 -14.8429 -1.6765 0.0 -0.6 0.1 0.078
H -18.6008 -15.9382 -2.9911 0.3 0.1 0.0 0.089
H -19.1150 -12.4505 -1.8704 0.9 -0.7 0.4 0.075
H -20.6862 -12.2913 -1.7946 -1.0 -0.7 -0.3 0.059
H -20.0245 -13.1939 -0.4715 0.5 -0.1 -0.1 0.078
H -20.2642 -13.3474 -4.2078 0.4 0.0 0.1 0.119
H -20.3112 -15.0715 -4.4437 -0.1 -0.3 0.2 0.118
H -22.3577 -13.1651 -3.2811 -0.1 0.0 0.5 0.105
H -22.4660 -14.0365 -4.7124 -0.6 -0.6 -0.1 0.113
H -22.4682 -16.1969 -3.4573 -0.1 -0.3 0.1 0.120
H -23.7889 -15.1585 -2.9337 -0.1 -0.3 0.5 0.115
H -22.2837 -13.1899 -0.8789 -0.2 -0.4 -0.2 0.053
H -22.4462 -14.4396 0.3751 -0.3 0.6 0.4 0.075
H -23.7820 -14.2063 -0.7918 0.0 0.3 0.2 0.085
H -23.9404 -16.7489 -1.1039 0.1 0.3 -0.1 0.082
H -22.7833 -16.6038 0.2293 0.1 -0.8 0.1 0.074
H -22.3486 -17.5009 -1.3490 -0.2 -0.5 0.6 0.084
H -20.1242 -16.6788 -0.2176 0.2 -0.1 0.1 0.098
C -28.3226 -0.9686 4.4977 -1.1 0.6 1.4 -0.077
O -29.6771 -0.5868 4.2370 1.0 2.2 -0.2 -0.178
C -30.6377 -1.5413 4.1085 0.8 -2.2 -1.4 -0.304
C -32.0568 -1.1042 3.9159 1.0 1.4 2.9 -0.440
C -32.6167 -0.6597 5.3544 0.3 -0.1 -2.0 -0.035
N -32.8159 -2.2024 3.4474 -1.4 -0.7 0.1 0.035
H -27.8500 -1.7547 3.9088 -0.5 -0.1 -0.4 0.087
H -28.3725 -1.2371 5.5529 0.7 -0.5 0.1 0.085
H -27.7325 -0.0531 4.4562 -0.1 -0.1 -0.3 0.086
H -30.4772 -1.9920 3.1291 0.5 -0.9 -0.3 0.117
H -30.5610 -2.3247 4.8624 0.0 -0.2 0.4 0.131
H -31.9089 -0.2794 3.2189 -1.0 0.3 -0.1 0.141
H -32.4930 -1.4370 6.1085 0.3 -0.3 -0.2 0.069
H -33.6933 -0.5084 5.2752 0.1 0.6 0.1 0.068
H -32.0202 0.1942 5.6754 -0.5 0.2 0.1 0.073
H -33.0294 -2.7323 4.2803 -0.4 -0.4 -0.1 0.070
H -32.3522 -2.8506 2.8270 0.3 0.3 -0.2 0.072
C -26.9258 -7.1280 6.8522 2.2 -0.3 -0.2 -0.183
O -28.2489 -7.0540 6.6445 -3.9 -0.5 0.4 -0.178
C -29.0266 -8.2455 6.9643 0.7 1.2 -0.4 -0.144
C -30.4911 -7.9887 7.3826 -0.7 0.1 0.7 -0.468
C -30.5760 -7.5558 8.8220 0.3 0.6 0.5 -0.082
N -31.2709 -9.1803 7.2704 0.3 -1.3 0.1 0.020
H -26.6004 -7.3304 7.8726 -0.2 0.2 0.5 0.087
H -26.5198 -6.1752 6.5124 0.3 -0.1 0.1 0.095
H -26.4715 -7.9286 6.2685 0.3 -0.2 -0.4 0.085
H -28.9395 -8.9405 6.1291 -0.3 0.0 -0.4 0.118
H -28.5439 -8.7658 7.7915 0.0 0.0 0.4 0.123
H -31.2041 -7.3942 6.8114 1.5 1.5 -0.5 0.144
H -31.5944 -7.5528 9.2105 -0.4 1.5 -0.8 0.083
H -29.9210 -6.6846 8.8201 -0.7 0.6 1.0 0.086
H -30.2714 -8.1986 9.6479 1.4 -0.9 -0.6 0.076
H -30.9191 -9.7199 8.0483 -0.2 -1.3 -0.3 0.070
H -30.9427 -9.5354 6.3836 -0.5 -1.2 -0.1 0.069
C -19.6629 -4.6852 1.0234 -1.3 0.2 0.6 -0.099
O -20.1250 -3.3290 1.0796 0.2 0.2 0.0 -0.200
C -20.5159 -2.9427 2.4021 1.7 -0.8 0.5 -0.169
C -19.2856 -3.0825 3.4362 -1.7 1.0 -0.3 -0.464
C -19.7816 -2.8879 4.8081 -1.0 1.0 0.7 -0.101
N -18.2841 -2.0578 3.2579 1.3 -0.7 -1.7 0.033
H -20.4734 -5.2517 1.4821 0.2 -0.6 0.3 0.085
H -18.7420 -4.8393 1.5857 0.1 0.0 -0.2 0.076
H -19.6002 -5.0814 0.0099 0.2 0.7 -0.1 0.087
H -20.8981 -1.9220 2.3893 0.7 0.3 -0.3 0.120
H -21.4045 -3.4618 2.7614 0.0 -0.9 0.0 0.110
H -18.8491 -4.0790 3.5030 0.3 0.1 -1.0 0.125
H -18.9413 -2.5081 5.3893 -0.1 -0.8 0.6 0.084
H -20.3172 -3.7702 5.1585 0.1 0.3 0.5 0.088
H -20.4296 -2.0129 4.7569 -0.6 0.0 0.4 0.078
H -18.5430 -1.0866 3.3561 -0.8 -0.1 0.5 0.079
H -18.0446 -2.1189 2.2786 0.6 0.2 -0.3 0.068
```
Positions in Å, forces in eV/Å.

Net charge   0
Energy above the lowest of the compared OMol25 structures with the same formula, charge and spin   6.571 eV
SMILES   CC1(C)CCCC(C)(C)N1O.CC1(C)CCCC(C)(C)N1O.CC1(C)CCCC(C)(C)N1O.COC[C@H](C)N.COC[C@H](C)N.COC[C@H](C)N
HOMO level   -8.012 eV